Molecular formula: C26H27N4O6PRe
Method: DFT, ωB97M-V/def2-TZVPD

```
65
Properties=species:S:1:pos:R:3:forces:R:3:lowdin_spin:R:1
H -0.2690 5.0443 -0.9648 0.0563 -0.0497 -0.0379 0.00
H 1.9253 5.4831 -2.0256 -0.0265 -0.0803 0.0072 0.00
N 1.2046 -3.2965 -2.7618 -0.0361 0.1537 0.0480 0.00
H 0.0909 3.3185 5.1116 0.0624 -0.0068 -0.0319 0.00
C 0.5368 2.2313 3.3367 0.0665 -0.0997 -0.4153 0.01
H 4.0697 1.6908 4.6862 -0.0590 0.0486 0.0397 0.00
H -0.7594 -3.8535 -2.1431 -0.1073 0.0481 -0.0597 0.00
C 0.2472 3.0639 -0.3414 0.2662 0.0970 0.0102 0.01
N 2.8681 -3.7068 -1.0406 0.0091 0.0651 -0.0061 0.00
C -3.4543 1.6126 0.6645 -0.0927 0.1353 0.1142 0.00
H 3.0611 -2.4469 0.6224 0.0207 -0.0343 0.1000 0.00
H 2.1409 -5.6574 -0.8388 0.0097 -0.0078 -0.0178 0.00
H -0.8761 -2.9335 0.1183 -0.0169 -0.0092 -0.0565 0.00
Re 1.0507 0.4094 0.8182 -0.7544 0.5137 -0.1753 0.83
C 0.9622 -1.8522 -2.4055 -0.2826 -0.0372 0.1475 0.00
O -1.3816 -0.8903 -0.8751 0.1639 0.2436 0.2164 0.01
H -3.8553 -0.9769 -1.5419 0.0139 0.0299 0.0564 0.00
C 0.5007 4.2809 -0.9612 0.0988 0.0370 -0.0547 0.00
H 1.7229 -1.2390 -2.8848 0.0645 0.0140 -0.0643 0.00
H 2.1851 -4.7289 0.6624 -0.0017 0.0469 0.0531 0.00
N 1.4355 1.5249 2.6323 -0.4116 0.2495 0.0433 0.01
N 0.5733 -4.2890 -0.6081 0.0155 0.0291 0.0730 0.00
C 3.5570 0.5034 2.3017 -0.3986 0.0593 -0.2701 0.01
H 3.5343 -1.7152 -0.8852 0.0290 0.0543 -0.0364 0.00
C -5.6768 1.4881 -0.0914 -0.4458 0.1224 -0.0241 0.00
H -2.6839 2.0773 1.2668 -0.1159 -0.0139 -0.0283 0.00
H -8.3253 0.2613 -0.6693 -0.0922 -0.1612 0.2072 0.00
C 2.4772 2.3097 -0.9745 -0.2308 0.0130 -0.0945 0.00
H 0.3429 -5.2167 -2.4559 0.0926 -0.0903 -0.0547 0.00
C -5.3561 0.3890 -0.8790 -0.3405 -0.2552 -0.2609 0.00
C 0.2008 -3.0739 0.1310 -0.0173 -0.0653 -0.4504 0.00
H -5.0115 3.0109 1.2604 0.0366 -0.1482 -0.0312 0.00
C 2.7915 -2.3670 -0.4266 -0.1531 -0.1946 -0.2424 0.00
C 0.8485 2.7711 4.5660 0.0786 0.1050 0.2511 0.00
H 2.8159 -4.6890 -2.8712 -0.0582 -0.1144 -0.0241 0.00
C 2.1231 2.5942 5.0837 0.0857 -0.0070 0.0489 0.00
C 0.2445 -4.2388 -1.9935 0.1658 0.1211 0.3338 0.00
H 3.3095 -2.9816 -2.9451 -0.0144 0.0603 -0.0444 0.00
C -4.1006 -0.1278 -0.9189 0.2589 -0.1322 -0.0990 0.00
H -0.4396 2.3671 2.8894 0.0236 -0.0892 -0.0094 0.00
C 2.6683 1.3571 3.1369 -0.3934 -0.0393 -0.2011 0.00
O 2.9018 0.0112 1.1827 -0.4550 -0.0867 0.6440 0.04
C 3.0587 1.8751 4.3458 0.0629 0.0931 0.1928 0.00
O -6.4645 -0.0353 -1.5464 -0.0909 0.1612 0.1196 0.00
O 4.6791 0.2538 2.5633 0.4701 -0.2277 -0.1364 0.00
H 3.2455 1.5448 -0.9936 -0.0454 0.0490 0.0270 0.00
C 1.9743 -4.6730 -0.4017 -0.1586 0.2686 -0.2472 0.00
H -0.0154 -1.5462 -2.7625 -0.1374 -0.0566 -0.0515 0.00
C 2.6637 -3.7009 -2.4465 -0.1017 0.1535 0.3329 0.00
H 1.0339 -3.4230 -3.7613 0.0189 0.0647 -0.0084 0.00
O -6.9833 1.7811 -0.2199 -0.0522 -0.0812 -0.1452 0.00
H 0.5219 -3.1855 1.1663 0.0056 -0.0144 0.0695 0.00
C 1.2468 2.0884 -0.3419 0.2017 -0.5222 -0.0883 -0.01
C 1.7308 4.5229 -1.5626 -0.0247 0.0287 0.0127 0.01
C 2.7126 3.5375 -1.5741 0.0219 0.1157 0.0187 0.00
O -0.9167 0.5989 0.7487 1.4884 -0.5331 0.4687 0.05
C -1.7565 0.0051 -0.1232 -0.5733 -0.3345 -0.4948 0.01
C -3.1276 0.5040 -0.1105 0.1068 0.1182 0.0852 0.00
H 2.3850 3.0014 6.0544 -0.0200 -0.0278 -0.1154 0.00
C -7.5466 0.8333 -1.1548 0.6753 -0.0153 0.1673 0.00
C -4.7468 2.1348 0.6791 0.2068 0.2567 0.2353 0.00
P 1.0811 -1.5993 -0.5762 0.8943 -0.2048 0.1235 0.02
H -0.7154 2.8813 0.1158 0.0205 0.0162 -0.0041 0.00
H 3.6714 3.7240 -2.0474 -0.1183 -0.0008 0.0365 0.00
H -7.9328 1.3576 -2.0187 0.0352 0.1682 -0.2018 0.00
```
Forces are in eV/Å.

Total charge = +2
Spin multiplicity = 2
Expectation value of S² = 0.76
Relative energy (zero: lowest compared OMol25 entry of this formula, charge and spin) = 27.59 kcal per mole
LUMO (spin up / spin down) = -0.269 / -0.256 Eh
Frontier orbital gap (spin up / spin down) = 5.50 / 5.86 eV